(1)
This record from the Open Molecules 2025 dataset describes a single C3H9PS molecule at a distorted geometry. The level of theory is ωB97M-V with the def2-TZVPD basis set.

Computed properties:
Kohn-Sham gap: 9.78 eV
ΔE to the lowest compared entry with this formula, charge and spin: 46.1 kcal/mol
Total energy: -23378.9954 eV
Molecular weight: 108.15 Da
SMILES: CP(C)CS
Highest occupied orbital energy: -8.87 eV

```
! wB97M-V def2-TZVPD RIJCOSX def2/J DEFGRID3
* xyz 0 1
C 0.640 -0.858 -1.578
C -1.117 -0.930 1.202
C 0.400 1.324 -0.156
P 0.832 -0.461 0.187
S 0.197 2.297 1.360
H 1.548 -0.898 -2.084
H -0.026 -0.115 -2.187
H 0.280 -1.941 -1.776
H -1.264 -1.919 1.290
H -1.842 -0.510 0.635
H -0.879 -0.493 2.207
H 1.356 1.828 -0.617
H -0.453 1.330 -0.814
H 0.327 1.347 2.330
*
```

(2)
This record from the Open Molecules 2025 dataset describes a single C3H9PS molecule at a distorted geometry. The level of theory is ωB97M-V with the def2-TZVPD basis set.

Computed properties:
Kohn-Sham gap: 9.77 eV
ΔE to the lowest compared entry with this formula, charge and spin: 17.3 kcal/mol
Total energy: -23380.2440 eV
Molecular weight: 108.15 Da
SMILES: CCP(C)S
Highest occupied orbital energy: -8.88 eV

```
! wB97M-V def2-TZVPD RIJCOSX def2/J DEFGRID3
* xyz 0 1
C 1.279 1.645 -0.057
C -1.134 -1.817 0.606
C 0.602 0.502 0.661
P 0.266 -0.918 -0.469
S -1.096 -0.079 -1.887
H 0.737 1.579 -0.975
H 0.916 2.540 0.286
H 2.323 1.684 -0.184
H -0.611 -1.937 1.549
H -1.346 -2.707 0.176
H -1.954 -1.211 0.904
H -0.404 1.073 0.749
H 0.928 0.193 1.656
H -0.505 -0.545 -3.014
*
```

(3)
This record from the Open Molecules 2025 dataset describes 2 unconnected molecules or ions with the total composition C3H9S2 at a distorted geometry. The level of theory is ωB97M-V with the def2-TZVPD basis set.

Computed properties:
Kohn-Sham gap: 6.63 eV
ΔE to the lowest compared entry with this formula, charge and spin: 20.6 kcal/mol
Total energy: -24927.8544 eV
Molecular weight: 109.24 Da
Highest occupied orbital energy: -2.92 eV

```
! wB97M-V def2-TZVPD RIJCOSX def2/J DEFGRID3
* xyz -1 1
C 1.376 -1.012 1.897
S 1.031 0.717 1.394
H 0.370 -1.436 1.894
H 1.881 -1.484 1.048
H 1.850 -1.472 2.766
C -0.184 1.072 -2.128
C -0.286 -0.376 -1.634
S -1.601 -0.534 -0.347
H -1.083 1.190 -2.732
H 0.709 1.176 -2.759
H -0.018 1.770 -1.314
H -0.477 -1.075 -2.447
H 0.620 -0.656 -1.093
H -0.211 0.288 0.800
*
```

(4)
This record from the Open Molecules 2025 dataset describes 2 unconnected molecules or ions with the total composition C3H9S2 at a distorted geometry. The level of theory is ωB97M-V with the def2-TZVPD basis set.

Computed properties:
Kohn-Sham gap (alpha / beta): 9.85 / 6.92 eV
ΔE to the lowest compared entry with this formula, charge and spin: 14.5 kcal/mol
Total energy: -24925.3455 eV
Molecular weight: 109.24 Da
Highest occupied orbital energy (alpha / beta): -9.08 / -8.89 eV

```
! wB97M-V def2-TZVPD RIJCOSX def2/J DEFGRID3
* xyz 0 2
C 1.539 1.030 2.026
S 1.374 2.932 2.031
H 1.449 0.828 0.967
H 0.829 0.605 2.735
H 2.504 0.821 2.489
C -0.609 -1.735 -1.932
C -1.290 -0.620 -1.001
S -1.471 0.991 -1.736
H 0.169 -2.272 -1.413
H -1.460 -2.400 -2.109
H -0.230 -1.399 -2.900
H -0.654 -0.620 -0.115
H -2.301 -0.946 -0.691
H 0.150 2.784 1.651
*
```

(5)
This record from the Open Molecules 2025 dataset describes a molecular structure, C3HAuO2 at a distorted geometry. The level of theory is ωB97M-V with the def2-TZVPD basis set.

Computed properties:
Kohn-Sham gap (alpha / beta): 8.16 / 6.70 eV
ΔE to the lowest compared entry with this formula, charge and spin: 58.4 kcal/mol
Total energy: -10881.0157 eV
Molecular weight: 266.01 Da
Highest occupied orbital energy (alpha / beta): -20.60 / -22.29 eV

```
! wB97M-V def2-TZVPD RIJCOSX def2/J DEFGRID3
* xyz 2 3
O -1.040 -0.232 -1.052
O 0.493 -1.444 -0.085
C -0.028 -0.309 -0.299
Au -0.706 -2.015 -1.339
C 0.869 1.104 1.612
C 0.453 0.872 0.431
H -0.040 2.024 0.733
*
```

(6)
This record from the Open Molecules 2025 dataset describes a molecular structure, C3HAuO3 at a distorted geometry. The level of theory is ωB97M-V with the def2-TZVPD basis set.

Computed properties:
Kohn-Sham gap (alpha / beta): 6.96 / 4.37 eV
ΔE to the lowest compared entry with this formula, charge and spin: 0.0 kcal/mol
Total energy: -12944.8560 eV
Molecular weight: 282.00 Da
Highest occupied orbital energy (alpha / beta): -11.75 / -14.06 eV

```
! wB97M-V def2-TZVPD RIJCOSX def2/J DEFGRID3
* xyz 1 4
C -0.564 0.519 0.112
C -1.150 -0.691 0.278
O -1.029 1.760 -0.080
H -1.990 1.751 -0.144
O 0.783 0.420 -0.155
Au 2.877 -1.272 0.438
O -0.004 -1.578 -0.125
C 1.077 -0.910 -0.324
*
```

(7)
This record from the Open Molecules 2025 dataset describes a molecular structure, C3HBr3 at a distorted geometry. The level of theory is ωB97M-V with the def2-TZVPD basis set.

Computed properties:
Kohn-Sham gap: 10.05 eV
ΔE to the lowest compared entry with this formula, charge and spin: 0.0 kcal/mol
Total energy: -213251.1797 eV
Molecular weight: 276.75 Da
Highest occupied orbital energy: -10.30 eV

```
! wB97M-V def2-TZVPD RIJCOSX def2/J DEFGRID3
* xyz 0 1
C 0.470 0.029 0.174
C 1.678 -0.131 0.012
C 3.248 0.041 -0.027
Br 3.909 -1.428 -1.256
Br 3.914 1.616 -0.537
Br 3.797 -0.204 1.822
H -0.464 -0.060 0.504
*
```

(8)
This record from the Open Molecules 2025 dataset describes a gas-phase ion, C3HBrNO2S (charge -1) at a distorted geometry. The level of theory is ωB97M-V with the def2-TZVPD basis set.

Computed properties:
Kohn-Sham gap (alpha / beta): 6.16 / 6.16 eV
ΔE to the lowest compared entry with this formula, charge and spin: 22.5 kcal/mol
Total energy: -89588.5044 eV
Molecular weight: 195.02 Da
Highest occupied orbital energy (alpha / beta): -2.98 / -2.98 eV

```
! wB97M-V def2-TZVPD RIJCOSX def2/J DEFGRID3
* xyz -1 1
C -0.833 0.034 -1.061
C -0.492 -0.970 -0.138
C 0.779 1.492 0.401
N 0.201 -0.491 0.951
O -0.775 -2.167 -0.315
O 1.410 2.092 1.204
S -0.354 1.677 -0.795
Br 1.545 -1.524 1.651
H -1.481 -0.143 -1.897
*
```

(9)
This record from the Open Molecules 2025 dataset describes a molecular structure, C3HCaO2 at a distorted geometry. The level of theory is ωB97M-V with the def2-TZVPD basis set.

Computed properties:
Kohn-Sham gap (alpha / beta): 5.52 / 10.95 eV
Total energy: -25656.9501 eV
Molecular weight: 109.12 Da
Highest occupied orbital energy (alpha / beta): -5.48 / -10.97 eV

```
! wB97M-V def2-TZVPD RIJCOSX def2/J DEFGRID3
* xyz 0 2
O 1.097 -0.935 0.022
O 0.811 1.235 -0.022
C 0.347 0.066 -0.100
Ca 2.912 0.424 0.041
C -2.167 0.444 0.214
C -1.120 -0.129 -0.228
H -1.879 -1.105 0.074
*
```

(10)
This record from the Open Molecules 2025 dataset describes a molecular structure, C3HCdFO3 at a distorted geometry. The level of theory is ωB97M-V with the def2-TZVPD basis set.

Computed properties:
Kohn-Sham gap: 8.22 eV
ΔE to the lowest compared entry with this formula, charge and spin: 0.0 kcal/mol
Total energy: -16549.4606 eV
Molecular weight: 216.45 Da
Highest occupied orbital energy: -9.60 eV

```
! wB97M-V def2-TZVPD RIJCOSX def2/J DEFGRID3
* xyz 0 1
O -1.098 1.142 0.837
C -1.640 0.720 -0.315
C 0.150 0.545 0.945
O -2.696 1.084 -0.761
O -0.776 -0.104 -0.915
C 0.376 -0.266 -0.103
H 0.668 0.679 1.890
Cd 2.188 -1.053 -0.765
F 2.828 -2.747 -0.812
*
```

(11)
This record from the Open Molecules 2025 dataset describes a molecular structure, C3HCdO3 at a distorted geometry. The level of theory is ωB97M-V with the def2-TZVPD basis set.

Computed properties:
Kohn-Sham gap: 5.56 eV
ΔE to the lowest compared entry with this formula, charge and spin: 0.0 kcal/mol
Total energy: -13819.9444 eV
Molecular weight: 197.45 Da
Highest occupied orbital energy: -13.46 eV

```
! wB97M-V def2-TZVPD RIJCOSX def2/J DEFGRID3
* xyz 1 1
O -0.750 -0.281 0.744
Cd -1.399 1.134 1.931
O -0.196 2.054 0.571
C 0.232 1.201 -0.168
O 0.890 0.683 -1.042
C 0.517 -1.406 -0.734
H 1.026 -1.903 -1.543
C -0.319 -1.483 0.240
*
```

(12)
This record from the Open Molecules 2025 dataset describes a single C3HCl2NO molecule at a distorted geometry. The level of theory is ωB97M-V with the def2-TZVPD basis set.

Computed properties:
Kohn-Sham gap: 10.78 eV
ΔE to the lowest compared entry with this formula, charge and spin: 25.3 kcal/mol
Total energy: -31707.3080 eV
Molecular weight: 137.95 Da
SMILES: N#C[C@H](Cl)C(=O)Cl
Highest occupied orbital energy: -11.03 eV

```
! wB97M-V def2-TZVPD RIJCOSX def2/J DEFGRID3
* xyz 0 1
C 1.339 0.891 -0.536
C -1.403 -0.266 0.272
C 0.338 0.008 0.157
N 2.134 1.442 -1.121
O -1.704 -1.102 1.036
Cl -2.257 0.761 -0.687
Cl 0.989 -1.628 -0.461
H 0.563 -0.106 1.340
*
```

(13)
This record from the Open Molecules 2025 dataset describes a single C3HCl2NO molecule at a distorted geometry. The level of theory is ωB97M-V with the def2-TZVPD basis set.

Computed properties:
Kohn-Sham gap: 10.09 eV
ΔE to the lowest compared entry with this formula, charge and spin: 10.1 kcal/mol
Total energy: -31707.9662 eV
Molecular weight: 137.95 Da
SMILES: N#CC(=O)C(Cl)Cl
Highest occupied orbital energy: -11.19 eV

```
! wB97M-V def2-TZVPD RIJCOSX def2/J DEFGRID3
* xyz 0 1
C -1.211 0.223 -0.969
C 0.041 0.645 -0.472
C 0.564 -0.255 0.747
N -2.210 -0.204 -1.329
O 0.662 1.596 -0.757
Cl -0.732 -1.406 1.223
Cl 1.950 -1.139 0.077
H 0.935 0.540 1.479
*
```

(14)
This record from the Open Molecules 2025 dataset describes 2 unconnected molecules or ions with the total composition C3HCl2NO at a distorted geometry. The level of theory is ωB97M-V with the def2-TZVPD basis set.

Computed properties:
Kohn-Sham gap: 9.66 eV
ΔE to the lowest compared entry with this formula, charge and spin: 120.4 kcal/mol
Total energy: -31703.1867 eV
Molecular weight: 137.95 Da
SMILES: [O-][N+]#CCl.C#CCl
Highest occupied orbital energy: -9.75 eV

```
! wB97M-V def2-TZVPD RIJCOSX def2/J DEFGRID3
* xyz 0 1
C -0.003 0.540 1.524
C 0.629 1.336 0.870
C -0.007 -1.262 -1.281
N -1.003 -0.706 -1.186
O -1.814 0.096 -1.470
Cl 1.330 2.412 -0.219
Cl 1.014 -2.422 -0.647
H -0.146 0.005 2.409
*
```

(15)
This record from the Open Molecules 2025 dataset describes a single C3HCl3F2 molecule at a distorted geometry. The level of theory is ωB97M-V with the def2-TZVPD basis set.

Computed properties:
Kohn-Sham gap: 10.21 eV
ΔE to the lowest compared entry with this formula, charge and spin: 32.7 kcal/mol
Total energy: -46127.1266 eV
Molecular weight: 181.40 Da
SMILES: F[C@H]1C(Cl)(Cl)[C@]1(F)Cl
Highest occupied orbital energy: -9.67 eV

```
! wB97M-V def2-TZVPD RIJCOSX def2/J DEFGRID3
* xyz 0 1
C -0.363 0.625 0.396
C 0.931 0.258 -0.220
C -0.507 -0.780 -0.242
F -1.104 1.699 -0.008
F 1.252 0.729 -1.412
Cl 2.262 -0.074 0.839
Cl -1.321 -0.907 -1.752
Cl -0.596 -2.119 0.837
H -0.553 0.570 1.563
*
```

(16)
This record from the Open Molecules 2025 dataset describes 2 unconnected molecules or ions with the total composition C3HCl3O at a distorted geometry. The level of theory is ωB97M-V with the def2-TZVPD basis set.

Computed properties:
Kohn-Sham gap: 8.43 eV
ΔE to the lowest compared entry with this formula, charge and spin: 127.4 kcal/mol
Total energy: -42735.9179 eV
Molecular weight: 159.40 Da
Highest occupied orbital energy: -9.06 eV

```
! wB97M-V def2-TZVPD RIJCOSX def2/J DEFGRID3
* xyz 0 1
C 2.433 0.384 -0.793
C 1.512 0.011 -0.106
C 5.263 -0.239 0.338
O 0.464 -0.466 0.444
Cl 3.761 0.866 -1.682
Cl 4.657 -1.748 0.242
Cl 4.575 0.621 1.711
H 0.086 0.279 1.012
*
```

(17)
This record from the Open Molecules 2025 dataset describes a single C3HClF2OS molecule at a distorted geometry. The level of theory is ωB97M-V with the def2-TZVPD basis set.

Computed properties:
Kohn-Sham gap: 9.73 eV
ΔE to the lowest compared entry with this formula, charge and spin: 30.4 kcal/mol
Total energy: -33965.0945 eV
Molecular weight: 158.56 Da
SMILES: O=C(S)/C(F)=C(\F)Cl
Highest occupied orbital energy: -10.23 eV

```
! wB97M-V def2-TZVPD RIJCOSX def2/J DEFGRID3
* xyz 0 1
C -1.083 0.533 0.020
C 0.276 -0.147 -0.158
C 1.463 0.469 -0.028
H -1.893 -1.819 0.549
O -1.174 1.776 -0.019
F 0.286 -1.459 -0.224
F 1.674 1.731 -0.126
S -2.523 -0.504 -0.040
Cl 2.973 -0.580 0.026
*
```

(18)
This record from the Open Molecules 2025 dataset describes a molecular structure, C3HClINS at a distorted geometry. The level of theory is ωB97M-V with the def2-TZVPD basis set.

Computed properties:
Kohn-Sham gap (alpha / beta): 7.22 / 7.22 eV
ΔE to the lowest compared entry with this formula, charge and spin: 96.1 kcal/mol
Total energy: -36070.7284 eV
Molecular weight: 245.47 Da
Highest occupied orbital energy (alpha / beta): -7.77 / -7.77 eV

```
! wB97M-V def2-TZVPD RIJCOSX def2/J DEFGRID3
* xyz 0 1
C 1.366 0.558 -0.065
C 0.107 -1.332 0.355
C -1.207 0.526 -0.083
N 1.140 -0.701 0.084
S -0.011 1.643 -0.194
Cl -0.553 -2.756 -0.117
I -3.186 1.080 0.030
H 2.345 0.982 -0.009
*
```

(19)
This record from the Open Molecules 2025 dataset describes 2 unconnected molecules or ions with the total composition C3HClN2O at a distorted geometry. The level of theory is ωB97M-V with the def2-TZVPD basis set.

Computed properties:
Kohn-Sham gap: 7.43 eV
ΔE to the lowest compared entry with this formula, charge and spin: 37.5 kcal/mol
Total energy: -20672.9680 eV
Molecular weight: 116.51 Da
Highest occupied orbital energy: -8.70 eV

```
! wB97M-V def2-TZVPD RIJCOSX def2/J DEFGRID3
* xyz 0 1
C -1.615 -1.972 -0.202
C -0.888 -0.870 0.372
C -2.484 0.875 -0.386
N -2.406 -2.542 -0.817
N 0.174 -0.713 0.947
O -2.162 1.657 -1.192
Cl -3.910 0.551 0.510
H 0.505 0.173 1.088
*
```

(20)
This record from the Open Molecules 2025 dataset describes a gas-phase ion, C3HClNO3 (charge -1) at a distorted geometry. The level of theory is ωB97M-V with the def2-TZVPD basis set.

Computed properties:
Kohn-Sham gap (alpha / beta): 7.59 / 6.97 eV
ΔE to the lowest compared entry with this formula, charge and spin: 105.6 kcal/mol
Total energy: -23278.2471 eV
Molecular weight: 134.50 Da
Highest occupied orbital energy (alpha / beta): -3.81 / -3.47 eV

```
! wB97M-V def2-TZVPD RIJCOSX def2/J DEFGRID3
* xyz -1 1
C 0.961 -1.150 0.011
C 0.257 1.029 -1.065
C -0.259 -1.098 0.764
N -0.307 1.291 0.135
O 0.587 1.915 -1.862
O -0.775 -1.910 1.525
O -0.782 0.240 0.939
Cl 1.052 -2.464 -1.112
H -0.734 2.148 0.664
*
```